Entry 1:
C27H38ClFN2O24S5 | ωB97M-V/def2-TZVPD

Output
Structure (SMILES)   CCCNc1c2c(cc(F)c1[C@H](Cl)CC)C(=O)C(CON=O)=CC2=O.O=S1(=O)OCCO1.O=S1(=O)OCCO1.O=S1(=O)OCCO1.O=S1(=O)OCCO1.O=S1(=O)OCCO1
HOMO energy   -0.3191 Eh

```
! wB97M-V def2-TZVPD RIJCOSX def2/J DEFGRID3
* xyz 0 1
C 2.959 5.552 -0.907
C 2.281 5.568 -2.408
C 0.897 4.637 -2.511
N 0.653 4.132 -1.080
C -0.822 4.081 -0.749
C -1.738 5.468 -0.744
C -3.373 5.480 -0.393
C -4.129 4.082 0.007
C -3.226 2.698 0.012
F -3.990 1.441 0.357
C -1.590 2.655 -0.332
C -0.846 1.189 -0.273
Cl 0.656 1.122 0.816
C -0.616 0.658 -1.806
C 0.948 0.443 -2.245
C -4.211 6.917 -0.464
O -5.220 7.192 0.373
C -3.661 7.977 -1.635
C -4.710 8.952 -2.488
O -6.110 8.836 -2.044
N -6.941 8.561 -3.079
O -7.251 7.359 -3.074
C -2.168 7.984 -1.903
C -1.109 6.979 -1.087
O 0.141 7.353 -0.771
H 2.289 6.010 -0.062
H 3.932 6.240 -0.959
H 3.333 4.479 -0.573
H 2.104 6.680 -2.773
H 3.099 5.093 -3.136
H 1.168 3.711 -3.195
H -0.014 5.223 -2.958
H 1.110 3.194 -1.068
H -5.292 4.033 0.246
H -1.638 0.444 0.219
H -1.228 1.343 -2.570
H -1.135 -0.414 -1.893
H 1.699 1.239 -1.831
H 0.977 0.548 -3.434
H 1.289 -0.651 -2.010
H -4.366 10.074 -2.508
H -4.670 8.568 -3.612
H -1.672 8.674 -2.712
O -2.833 -4.005 -1.688
S -3.039 -2.731 -1.037
O -1.988 -2.019 -0.348
O -4.314 -2.875 -0.031
C -5.318 -1.929 -0.396
C -5.141 -1.705 -1.895
O -3.731 -1.716 -2.111
H -5.136 -1.006 0.164
H -6.311 -2.313 -0.150
H -5.574 -0.760 -2.230
H -5.577 -2.529 -2.471
O 5.478 4.338 4.194
S 4.206 4.701 3.612
O 4.003 5.918 2.860
O 3.070 4.618 4.780
C 2.059 3.689 4.393
C 2.757 2.679 3.486
O 3.679 3.446 2.715
H 1.283 4.238 3.849
H 1.618 3.217 5.275
H 2.056 2.150 2.836
H 3.329 1.953 4.073
O 6.291 -1.306 -1.005
S 5.160 -1.212 -0.109
O 4.873 -0.035 0.676
O 5.189 -2.505 0.884
C 3.977 -3.243 0.741
C 3.510 -2.986 -0.690
O 3.817 -1.617 -0.942
H 3.255 -2.856 1.466
H 4.152 -4.305 0.933
H 2.441 -3.172 -0.819
H 4.074 -3.596 -1.404
O 1.689 -5.140 0.868
S 1.594 -6.081 -0.226
O 0.748 -5.867 -1.377
O 1.263 -7.551 0.396
C 2.290 -8.468 0.022
C 3.549 -7.622 -0.150
O 3.104 -6.408 -0.749
H 1.999 -8.938 -0.924
H 2.411 -9.239 0.788
H 4.297 -8.111 -0.778
H 3.994 -7.377 0.821
O 1.181 -11.314 4.604
S 0.679 -11.044 3.275
O 1.281 -11.588 2.080
O 0.546 -9.429 3.100
C -0.807 -9.093 2.796
C -1.654 -10.186 3.442
O -0.915 -11.391 3.254
H -0.922 -9.097 1.707
H -1.050 -8.100 3.183
H -2.645 -10.267 2.990
H -1.758 -10.019 4.520
*
```

Entry 2:
C27H38ClLaP2 | ωB97M-V/def2-TZVPD

Output
HOMO energy   -0.5208 Eh

```
! wB97M-V def2-TZVPD RIJCOSX def2/J DEFGRID3
* xyz 2 1
La 0.603 -0.805 -0.485
Cl 2.430 -2.467 -1.371
P -1.313 0.873 -1.737
C -1.290 2.536 -1.027
C -2.479 3.225 -0.745
C -2.423 4.538 -0.305
C -1.159 5.141 -0.091
C 0.035 4.417 -0.297
C -0.019 3.110 -0.739
C -0.655 0.968 -3.418
C -0.380 -0.248 -4.080
C 0.106 -0.188 -5.375
C 0.347 1.046 -5.998
C 0.106 2.250 -5.304
C -0.382 2.209 -4.010
C -2.975 0.175 -1.850
C -3.260 -1.090 -1.264
C -4.527 -1.617 -1.449
C -5.482 -0.915 -2.219
C -5.164 0.317 -2.838
C -3.899 0.845 -2.663
H -0.587 -1.215 -3.591
H 0.295 -1.115 -5.932
H 0.720 1.091 -7.019
H 0.290 3.217 -5.786
H -0.570 3.127 -3.435
H -3.440 2.708 -0.928
H -3.360 5.100 -0.132
H -1.120 6.168 0.246
H 1.015 4.906 -0.118
H 0.910 2.523 -0.905
H -2.478 -1.627 -0.678
H -4.802 -2.587 -0.993
H -6.476 -1.318 -2.354
H -5.901 0.871 -3.451
H -3.585 1.797 -3.142
H -6.210 4.170 2.977
H -6.645 3.572 2.852
C -0.268 -1.569 3.591
C 1.233 -1.218 3.535
C 1.997 -1.950 4.646
P 1.887 -1.508 1.822
C 3.027 0.003 1.691
C 4.130 -0.014 2.762
C 3.658 0.190 0.290
C 2.428 -3.303 1.772
C 3.678 -3.699 2.572
C 1.252 -4.284 1.943
H -0.439 -2.640 3.391
H -0.849 -0.980 2.863
H -0.656 -1.338 4.596
H 1.343 -0.129 3.700
H 1.821 -3.036 4.610
H 3.078 -1.762 4.624
H 1.627 -1.594 5.622
H 2.372 0.876 1.893
H 4.754 -0.916 2.661
H 4.786 0.863 2.617
H 3.722 0.036 3.781
H 2.935 0.373 -0.546
H 4.317 1.075 0.319
H 4.290 -0.675 0.034
H 2.731 -3.395 0.713
H 3.522 -3.664 3.662
H 3.945 -4.739 2.295
H 4.529 -3.051 2.301
H 0.439 -4.061 1.234
H 1.596 -5.304 1.699
H 0.840 -4.293 2.963
*
```

Entry 3:
C27H38FN2O4SiTi | ωB97M-V/def2-TZVPD

Output
HOMO energy (spin up / spin down)   -0.4007 / -0.4007 Eh
Relative energy (zero: lowest compared OMol25 entry of this formula, charge and spin)   29.9 kJ/mol

```
! wB97M-V def2-TZVPD RIJCOSX def2/J DEFGRID3
* xyz 1 1
Ti -0.662 -0.239 0.560
C -1.178 6.488 -1.307
C 0.125 6.094 -0.616
C 1.312 6.575 -1.416
C 2.574 6.279 -0.645
C 2.652 4.808 -0.310
C 3.924 4.289 -0.079
C 4.106 2.958 0.181
F 5.332 2.475 0.406
C 3.034 2.110 0.179
C 1.745 2.602 -0.040
C 0.756 1.526 -0.110
O 1.113 0.259 0.081
C -1.314 2.742 0.026
C -0.951 4.025 -0.055
N 0.224 4.603 -0.428
C 1.516 3.988 -0.265
C -2.430 0.891 1.085
O -1.603 0.568 2.036
O -2.613 0.010 0.198
H -1.070 7.501 -1.695
H -2.044 6.495 -0.645
H -1.387 5.824 -2.151
H 0.172 6.553 0.376
H 1.205 7.642 -1.601
H 1.324 6.065 -2.385
H 2.594 6.869 0.275
H 3.460 6.556 -1.216
H 4.783 4.948 -0.121
H 3.188 1.052 0.330
H -1.738 4.713 0.229
O -3.497 3.103 1.027
C -2.579 2.401 0.734
N -0.522 1.606 -0.318
C -2.956 -2.928 -1.283
C -1.426 -2.996 -1.407
C -0.972 -1.817 -2.292
C -1.088 -4.336 -2.078
Si -0.562 -2.781 0.274
C 1.310 -3.229 0.268
C 1.513 -4.749 0.350
C 1.980 -2.695 -1.012
C 2.058 -2.584 1.453
C -1.528 -3.490 1.773
C -0.694 -3.379 3.059
C -1.828 -4.973 1.488
C -2.866 -2.775 2.036
H -3.387 -3.012 -2.288
H -3.309 -1.990 -0.856
H -3.358 -3.753 -0.691
H -1.558 -1.797 -3.218
H 0.081 -1.870 -2.565
H -1.146 -0.841 -1.819
H -1.630 -4.406 -3.030
H -1.401 -5.186 -1.463
H -0.029 -4.453 -2.299
H 0.963 -5.298 -0.419
H 1.223 -5.146 1.325
H 2.579 -4.970 0.214
H 1.619 -3.180 -1.916
H 3.057 -2.894 -0.951
H 1.857 -1.617 -1.129
H 1.779 -3.013 2.413
H 1.920 -1.505 1.508
H 3.134 -2.755 1.325
H 0.157 -4.060 3.060
H -1.325 -3.645 3.915
H -0.321 -2.372 3.244
H -0.934 -5.557 1.268
H -2.523 -5.095 0.653
H -2.301 -5.412 2.375
H -2.722 -1.775 2.446
H -3.417 -3.344 2.793
H -3.502 -2.699 1.157
*
```

Entry 4:
C27H38KN4O7P2S4 | ωB97M-V/def2-TZVPD

Output
HOMO energy   -0.1265 Eh
Relative energy (zero: lowest compared OMol25 entry of this formula, charge and spin)   0.0 kJ/mol

```
! wB97M-V def2-TZVPD RIJCOSX def2/J DEFGRID3
* xyz -1 1
K 0.702 -0.020 0.579
C -2.118 -2.337 -2.337
C -0.863 -2.407 -3.204
S 0.422 -1.184 -2.830
C -0.076 0.216 -3.852
C -1.438 0.843 -3.568
S -1.574 1.372 -1.843
C -3.355 1.167 -1.596
C -3.712 1.402 -0.126
S -2.669 0.586 1.112
C -3.396 -1.062 1.288
C -3.388 -1.975 0.065
S -1.717 -2.304 -0.570
H -2.758 -3.197 -2.554
H -2.679 -1.433 -2.570
H -1.141 -2.335 -4.259
H -0.387 -3.380 -3.069
H -0.027 -0.069 -4.907
H 0.713 0.942 -3.650
H -2.241 0.136 -3.785
H -1.571 1.698 -4.235
H -3.645 0.163 -1.907
H -3.915 1.877 -2.212
H -4.758 1.141 0.053
H -3.601 2.466 0.096
H -4.422 -0.962 1.653
H -2.789 -1.500 2.081
H -3.971 -1.533 -0.743
H -3.873 -2.916 0.334
C -1.068 4.794 0.483
C -0.383 5.430 -0.544
C 0.697 4.793 -1.119
C 1.081 3.521 -0.672
N 0.401 2.903 0.302
C -0.628 3.536 0.858
C 2.248 2.820 -1.285
C 3.391 3.593 -1.522
C 4.515 3.014 -2.089
C 4.469 1.666 -2.426
C 3.312 0.931 -2.186
C 2.136 1.449 -1.602
H -1.916 5.253 0.974
H -0.696 6.407 -0.894
H 1.244 5.251 -1.932
H -1.139 2.995 1.652
H 3.420 4.642 -1.235
H 5.413 3.600 -2.255
H 5.342 1.192 -2.867
H 3.335 -0.123 -2.472
N 1.824 -2.077 5.583
C 0.900 -1.229 4.787
C -0.257 -0.714 5.642
P 1.902 0.187 4.153
O 1.681 1.385 5.207
O 3.379 -0.325 4.447
O 1.682 0.691 2.785
P 0.261 -2.248 3.362
O -0.760 -3.246 4.170
O 1.423 -3.066 2.905
O -0.541 -1.360 2.482
H 3.271 -1.061 5.100
H 2.008 -2.929 5.059
H 1.402 -2.318 6.470
H 0.107 -0.156 6.506
H -0.855 -1.564 5.973
H -0.903 -0.057 5.059
H 1.408 2.169 4.716
H -0.382 -4.129 4.120
N 5.205 -2.190 2.750
C 5.317 -3.184 1.838
O 6.266 -3.952 1.824
C 4.212 -3.297 0.825
C 4.159 -4.436 0.037
C 3.138 -4.566 -0.887
C 2.214 -3.536 -0.996
N 2.261 -2.433 -0.261
C 3.235 -2.331 0.635
H 5.927 -2.118 3.444
H 4.370 -1.646 2.877
H 4.921 -5.192 0.174
H 3.057 -5.447 -1.509
H 1.404 -3.595 -1.711
H 3.207 -1.420 1.218
*
```

Entry 5:
C27H38MnN3O4 | ωB97M-V/def2-TZVPD

Output
Expectation value of S²   8.75
HOMO energy (spin up / spin down)   -0.3495 / -0.3766 Eh

```
! wB97M-V def2-TZVPD RIJCOSX def2/J DEFGRID3
* xyz 1 6
Mn -0.301 -0.895 -0.145
O 1.137 -2.666 3.742
C 0.813 -2.478 2.471
O -0.312 -2.340 2.057
C 1.998 -2.465 1.551
C 3.293 -2.764 1.944
C 4.284 -2.748 0.974
C 3.942 -2.463 -0.340
C 2.617 -2.179 -0.632
N 1.675 -2.160 0.302
C 2.059 -1.855 -1.994
O 2.818 -2.017 -3.066
O 0.925 -1.462 -2.101
H 0.325 -2.661 4.275
H 3.513 -2.997 2.975
H 5.311 -2.961 1.237
H 4.714 -2.447 -1.098
H 3.684 -2.390 -2.862
C -1.690 1.086 -0.163
C -0.514 1.467 -0.871
C 0.578 1.365 0.071
C 0.003 0.939 1.312
C -1.393 0.786 1.182
C -2.422 0.546 2.271
C -1.750 0.306 3.623
C -3.318 -0.651 1.928
C -3.296 1.803 2.384
C 2.032 1.860 0.060
C 2.044 3.348 0.454
C 2.775 1.680 -1.266
C 2.870 1.124 1.118
C -0.621 2.035 -2.298
C -2.092 2.092 -2.737
C -0.124 3.488 -2.344
C 0.097 1.195 -3.362
H -2.685 1.080 -0.579
H 0.545 0.833 2.239
H -1.109 -0.577 3.591
H -2.508 0.146 4.391
H -1.147 1.165 3.922
H -2.739 -1.576 1.893
H -3.800 -0.512 0.958
H -4.103 -0.767 2.678
H -2.684 2.679 2.607
H -4.034 1.685 3.181
H -3.830 1.994 1.452
H 1.486 3.959 -0.251
H 3.069 3.723 0.497
H 1.590 3.477 1.438
H 2.347 2.258 -2.078
H 2.791 0.632 -1.575
H 3.810 2.007 -1.145
H 2.515 1.304 2.132
H 3.901 1.480 1.072
H 2.882 0.046 0.942
H -2.686 2.739 -2.090
H -2.554 1.103 -2.755
H -2.144 2.492 -3.750
H -0.610 4.082 -1.569
H -0.368 3.928 -3.313
H 0.951 3.574 -2.212
H -0.385 0.221 -3.468
H 1.142 1.014 -3.135
H 0.043 1.701 -4.328
N -3.489 -3.108 -1.949
C -3.156 -4.063 -1.019
C -2.103 -3.552 -0.332
N -1.793 -2.304 -0.829
C -2.649 -2.070 -1.801
H -4.234 -3.166 -2.623
H -3.688 -4.993 -0.934
H -1.560 -3.980 0.492
H -2.689 -1.177 -2.403
*
```

Entry 6:
C27H38O15S4 | ωB97M-V/def2-TZVPD

Output
HOMO energy   -0.3351 Eh
Relative energy (zero: lowest compared OMol25 entry of this formula, charge and spin)   0.0 kJ/mol

```
! wB97M-V def2-TZVPD RIJCOSX def2/J DEFGRID3
* xyz 0 1
C 1.971 -6.160 1.201
C 3.133 -5.340 1.749
O 2.515 -4.120 2.177
S 1.530 -3.726 1.005
O 2.275 -3.371 -0.151
O 0.552 -2.845 1.497
O 0.956 -5.193 0.848
H 1.541 -6.893 1.882
H 2.236 -6.700 0.292
H 3.794 -5.112 0.908
H 3.714 -5.764 2.558
C 0.933 -1.437 4.484
C 1.216 -0.425 5.569
O 2.341 -1.041 6.262
S 3.291 -1.717 5.197
O 3.594 -3.005 5.655
O 4.320 -0.838 4.809
O 2.231 -1.762 4.005
H 0.284 -1.080 3.688
H 0.437 -2.324 4.893
H 0.435 -0.304 6.311
H 1.567 0.515 5.149
C -5.260 6.921 0.044
C -4.865 7.020 -1.417
O -3.431 7.169 -1.394
S -2.842 6.756 0.038
O -2.526 7.959 0.701
O -1.923 5.711 -0.085
O -4.193 6.136 0.588
H -6.217 6.446 0.234
H -5.312 7.908 0.516
H -5.276 7.865 -1.957
H -5.114 6.081 -1.917
O -2.788 -3.946 -0.463
S -2.293 -2.854 -1.212
O -0.891 -2.664 -1.274
O -2.909 -2.938 -2.672
C -2.095 -2.522 -3.800
C -1.753 -3.676 -4.697
C -3.115 -1.376 -0.682
H -1.203 -1.995 -3.454
H -2.656 -1.711 -4.282
H -1.117 -4.358 -4.134
H -1.211 -3.304 -5.563
H -2.665 -4.191 -4.998
H -4.038 -1.674 -0.196
H -3.265 -0.711 -1.525
H -2.459 -0.868 0.027
C -0.085 0.734 0.330
C -0.064 0.392 -1.003
C -0.829 1.079 -1.924
C -1.716 2.054 -1.491
C -1.788 2.342 -0.135
C -0.950 1.734 0.769
H 0.592 0.275 1.040
H 0.590 -0.408 -1.322
H -0.700 0.843 -2.975
H -2.394 2.553 -2.172
H -2.505 3.078 0.210
H -1.063 1.926 1.829
C 2.093 -3.655 -5.967
C 1.895 -2.268 -5.925
C 1.671 -1.615 -4.717
C 1.525 -2.388 -3.563
C 1.603 -3.780 -3.625
C 1.953 -4.413 -4.804
H 2.203 -4.086 -6.954
H 1.919 -1.705 -6.852
H 1.550 -0.542 -4.640
H 1.197 -1.985 -2.613
H 1.385 -4.347 -2.728
H 1.980 -5.495 -4.840
C 0.954 4.275 2.550
C 1.265 5.181 3.562
C 2.548 5.213 4.079
C 3.510 4.334 3.616
C 3.151 3.328 2.731
C 1.868 3.286 2.197
H -0.055 4.271 2.152
H 0.518 5.887 3.899
H 2.777 5.957 4.833
H 4.509 4.353 4.031
H 3.890 2.608 2.409
H 1.558 2.440 1.600
*
```